# 1
97
Properties=species:S:1:pos:R:3 method="wB97M-V/def2-TZVPD" spin_multiplicity=5 total_charge=+3 gap_ev="7.1 / 5.6" e_above_lowest_kcal_mol=0.0 e_lumo_ev="-8.4 / -10.2" s_squared=6.032 total_energy_ev=-149319.6568
Ru 0.05 -0.56 0.28
C -1.77 -1.56 -2.56
C -0.36 -1.13 -2.72
C 0.42 -1.17 -3.86
C 1.68 -0.73 -3.47
N 1.65 -0.42 -2.18
N 0.39 -0.65 -1.69
B 2.78 -0.13 -1.15
N 2.78 -1.39 -0.21
C 3.69 -2.34 -0.02
C 3.16 -3.35 0.76
C 1.85 -2.96 1.03
C 0.81 -3.70 1.78
N 1.63 -1.76 0.44
N 2.38 1.14 -0.33
C 3.06 2.28 -0.21
C 2.38 3.11 0.68
C 1.28 2.38 1.09
C 0.27 2.76 2.12
N 1.27 1.18 0.46
N 4.12 0.09 -1.75
C 5.33 0.14 -1.11
C 6.25 0.65 -1.98
C 5.52 0.92 -3.16
C 6.04 1.48 -4.45
N 4.25 0.60 -3.02
H -1.93 -2.50 -3.10
H -2.46 -0.82 -2.98
H -2.05 -1.73 -1.52
H 0.12 -1.51 -4.83
H 2.59 -0.60 -4.02
H 4.67 -2.27 -0.48
H 3.64 -4.26 1.07
H 0.97 -4.77 1.68
H -0.19 -3.48 1.42
H 0.85 -3.47 2.85
H 3.97 2.43 -0.75
H 2.67 4.09 1.00
H -0.01 3.81 2.00
H 0.68 2.64 3.12
H -0.64 2.17 2.06
H 5.43 -0.16 -0.08
H 7.30 0.81 -1.80
H 7.11 1.62 -4.40
H 5.58 2.45 -4.67
H 5.83 0.80 -5.28
I -2.41 0.86 0.16
C -3.87 0.85 -1.37
C -4.82 -0.11 -1.19
C -5.99 -0.10 -1.98
C -6.17 0.92 -2.86
C -5.19 1.93 -3.04
C -5.46 2.98 -3.95
C -4.56 3.99 -4.16
C -3.32 3.93 -3.51
C -3.00 2.91 -2.64
P -1.27 2.92 -2.15
C -0.23 2.54 -3.53
C -0.80 2.11 -4.73
C 0.00 1.87 -5.83
C 1.38 2.03 -5.73
C 1.96 2.40 -4.52
C 1.17 2.64 -3.42
C -0.89 4.43 -1.30
C -1.77 4.80 -0.27
C -1.58 5.98 0.42
C -0.49 6.79 0.10
C 0.39 6.43 -0.91
C 0.20 5.25 -1.61
C -3.96 1.90 -2.33
H -4.71 -0.87 -0.43
H -6.74 -0.86 -1.84
H -7.08 0.99 -3.44
H -6.41 2.98 -4.46
H -4.78 4.80 -4.84
H -2.58 4.70 -3.73
H -1.88 2.01 -4.83
H -0.44 1.57 -6.77
H 2.00 1.86 -6.60
H 3.03 2.48 -4.44
H 1.63 2.90 -2.48
H -2.63 4.18 -0.04
H -2.27 6.27 1.19
H -0.34 7.72 0.64
H 1.21 7.08 -1.17
H 0.87 5.01 -2.43
Br -3.35 -2.12 4.72
C -1.70 -1.45 4.16
C -0.70 -1.13 5.06
C 0.51 -0.65 4.58
C 0.68 -0.50 3.22
N -0.30 -0.79 2.34
C -1.47 -1.27 2.81
H -0.86 -1.26 6.12
H 1.32 -0.41 5.25
H 1.61 -0.14 2.79
H -2.22 -1.52 2.07



# 2
22
Properties=species:S:1:pos:R:3 method="wB97M-V/def2-TZVPD" total_charge=0 gap_ev=9.1 e_above_lowest_kcal_mol=21.6 e_lumo_ev=0.7 smiles=CC(C)[Si](Cl)(Cl)N(C)C total_energy_ev=-39809.9096
C -2.89 0.90 -0.48
C -1.59 0.22 0.24
C -1.10 0.98 1.52
Si -0.13 -0.03 -1.10
Cl 0.40 1.86 -1.94
Cl -0.42 -1.24 -2.74
N 1.59 -0.75 -0.45
C 1.65 -2.08 0.15
C 2.72 0.24 -0.08
H -3.27 1.59 0.29
H -2.61 1.43 -1.47
H -3.59 0.00 -0.59
H -2.08 -0.74 0.62
H -1.09 2.08 1.36
H 0.01 0.63 1.58
H -1.61 0.59 2.29
H 2.64 -2.45 -0.13
H 1.37 -1.99 1.25
H 1.00 -2.73 -0.37
H 2.73 0.64 0.98
H 3.72 -0.27 -0.30
H 2.53 1.16 -0.61



# 3
157
Properties=species:S:1:pos:R:3 method="wB97M-V/def2-TZVPD" total_charge=-2 gap_ev=5.1 e_above_lowest_kcal_mol=23.8 e_lumo_ev=3.5 total_energy_ev=-157805.9583
Rb -0.53 0.80 -0.55
C 4.49 -5.16 3.85
C 4.09 -3.73 4.25
C 5.36 -2.86 4.22
C 3.57 -3.73 5.69
C 3.00 -3.20 3.32
C 3.14 -2.03 2.59
C 2.10 -1.54 1.85
Se 2.27 0.21 1.03
C 3.36 -0.21 -0.50
C 4.63 -0.69 -0.31
C 5.41 -1.08 -1.40
C 4.81 -0.99 -2.66
C 3.55 -0.49 -2.88
C 2.76 0.01 -1.78
O 1.64 0.57 -1.88
C 2.93 -0.45 -4.28
C 1.62 -1.24 -4.25
C 2.64 1.01 -4.65
C 3.82 -1.05 -5.37
C 6.84 -1.57 -1.27
C 7.76 -0.69 -2.13
C 6.94 -3.03 -1.73
C 7.36 -1.50 0.17
C 0.80 -2.14 1.79
O -0.13 -1.56 1.16
C 0.69 -3.38 2.52
C 1.76 -3.83 3.26
C -0.66 -4.09 2.69
C -0.51 -5.61 2.88
C -1.30 -3.51 3.97
C -1.59 -3.87 1.50
H 5.28 -5.54 4.49
H 4.84 -5.16 2.82
H 3.64 -5.83 3.91
H 6.07 -3.22 4.96
H 5.12 -1.83 4.44
H 5.83 -2.91 3.24
H 4.35 -4.04 6.39
H 2.73 -4.42 5.81
H 3.23 -2.73 5.97
H 4.06 -1.47 2.60
H 4.99 -0.78 0.70
H 5.38 -1.35 -3.50
H 0.95 -0.82 -3.50
H 1.81 -2.28 -3.99
H 1.12 -1.21 -5.22
H 1.99 1.45 -3.90
H 2.15 1.07 -5.62
H 3.57 1.58 -4.70
H 4.04 -2.10 -5.17
H 4.76 -0.50 -5.46
H 3.31 -0.99 -6.33
H 7.47 -0.75 -3.18
H 8.80 -1.00 -2.04
H 7.67 0.34 -1.81
H 6.60 -3.14 -2.76
H 6.31 -3.66 -1.11
H 7.97 -3.39 -1.67
H 7.30 -0.48 0.55
H 8.40 -1.81 0.21
H 6.79 -2.15 0.83
H 1.63 -4.73 3.85
H -0.12 -5.87 3.86
H 0.17 -6.02 2.13
H -1.48 -6.10 2.78
H -0.70 -3.78 4.84
H -2.32 -3.89 4.11
H -1.34 -2.43 3.90
H -1.18 -4.34 0.61
H -1.68 -2.81 1.28
H -2.59 -4.29 1.70
C -3.49 2.97 4.49
C -4.35 3.06 3.24
C -4.85 4.48 3.04
P -3.39 2.50 1.70
C -3.30 0.66 2.12
C -3.51 -0.18 0.86
C -1.93 0.39 2.73
C -4.78 2.55 0.53
C -6.06 2.12 0.82
C -7.13 2.38 -0.02
C -8.51 1.89 0.33
C -6.89 3.17 -1.15
C -5.62 3.56 -1.49
C -4.50 3.17 -0.72
N -3.22 3.41 -1.02
C -2.78 3.84 -2.22
C -3.35 3.60 -3.49
C -2.79 4.14 -4.63
C -1.64 4.91 -4.57
C -1.04 5.52 -5.81
C -1.00 5.06 -3.34
C -1.53 4.52 -2.19
P -0.76 4.32 -0.56
C 1.03 4.83 -0.98
C 1.37 6.32 -1.09
C 2.00 4.14 -0.02
C -1.34 5.86 0.38
C -1.00 5.64 1.85
C -2.83 6.14 0.21
H -3.95 3.51 5.32
H -2.50 3.40 4.31
H -3.36 1.94 4.80
H -5.23 2.41 3.38
H -4.02 5.17 2.95
H -5.46 4.80 3.89
H -5.46 4.55 2.14
H -4.09 0.42 2.84
H -2.74 0.05 0.13
H -4.48 0.02 0.42
H -3.45 -1.24 1.12
H -1.15 0.81 2.09
H -1.74 -0.67 2.79
H -1.85 0.83 3.72
H -6.25 1.56 1.73
H -8.45 0.91 0.80
H -9.14 1.82 -0.56
H -8.99 2.57 1.04
H -7.73 3.47 -1.77
H -5.47 4.20 -2.35
H -4.21 2.95 -3.58
H -3.25 3.94 -5.59
H -1.79 5.58 -6.61
H -0.21 4.92 -6.18
H -0.66 6.52 -5.62
H -0.06 5.59 -3.32
H 1.18 4.36 -1.96
H 1.41 6.79 -0.11
H 0.65 6.85 -1.71
H 2.36 6.43 -1.54
H 1.90 4.52 1.00
H 3.03 4.30 -0.34
H 1.81 3.06 -0.01
H -0.79 6.74 0.00
H -1.55 4.77 2.21
H -1.26 6.51 2.45
H 0.07 5.45 1.97
H -3.40 5.27 0.52
H -3.06 6.34 -0.83
H -3.13 7.00 0.81
N -2.28 -2.18 -2.12
C -2.26 -3.32 -2.04
N -2.27 -4.63 -1.95
C -3.50 -5.39 -1.97
C -3.34 -6.55 -0.97
O -2.23 -7.36 -1.30
C -1.04 -6.60 -1.23
C -1.08 -5.42 -2.21
H -3.68 -5.79 -2.98
H -4.33 -4.75 -1.68
H -4.22 -7.20 -0.99
H -3.21 -6.12 0.03
H -0.23 -7.28 -1.50
H -0.89 -6.23 -0.21
H -1.10 -5.80 -3.24
H -0.21 -4.78 -2.07



# 4
7
Properties=species:S:1:pos:R:3 method="wB97M-V/def2-TZVPD" total_charge=0 gap_ev=10.5 e_above_lowest_kcal_mol=31.8 e_lumo_ev=0.2 smiles="N=C=NCl.Cl" total_energy_ev=-29092.2777
N 1.37 -0.17 1.21
C 0.92 -0.16 0.06
N 0.84 -0.40 -1.11
Cl -0.47 -0.15 -2.11
H 1.86 0.62 1.48
Cl -1.95 -0.04 0.82
H -2.59 0.31 -0.34



# 5
17
Properties=species:S:1:pos:R:3 method="wB97M-V/def2-TZVPD" total_charge=0 gap_ev=9.4 e_above_lowest_kcal_mol=131.8 e_lumo_ev=0.5 total_energy_ev=-16097.1288
C -0.58 -1.95 -1.02
C -0.77 -0.38 -0.84
C 0.48 0.45 -0.71
F 1.60 0.00 -1.24
N 0.50 1.63 -0.21
O -0.33 2.15 0.51
O 1.73 2.35 -0.24
H 0.53 -1.96 -0.94
H -1.06 -2.22 -1.97
H -1.00 -2.30 -0.07
H -1.32 0.15 -1.61
H -1.38 -0.32 0.09
H 2.04 2.47 -1.15
N -0.40 0.40 2.77
C 0.15 -0.39 2.12
O 0.67 -1.36 1.69
H -0.85 1.28 2.81



# 6
73
Properties=species:S:1:pos:R:3 method="wB97M-V/def2-TZVPD" total_charge=+1 gap_ev=5.1 e_above_lowest_kcal_mol=21.1 e_lumo_ev=-3.0 total_energy_ev=-54941.4441
Pd 0.63 -0.50 -0.23
C 4.13 0.23 -0.06
P 2.64 -0.24 0.91
C 3.41 -1.28 2.22
C 2.32 1.35 1.80
C 3.12 1.75 2.87
C 2.88 2.93 3.55
C 1.84 3.75 3.16
C 1.04 3.37 2.09
C 1.25 2.18 1.40
P 0.14 1.67 0.01
C 0.75 2.77 -1.33
C -1.42 2.52 0.45
H 4.90 0.67 0.58
H 3.84 0.95 -0.82
H 4.53 -0.66 -0.55
H 4.32 -0.86 2.63
H 3.64 -2.24 1.77
H 2.69 -1.44 3.02
H 3.95 1.12 3.18
H 3.52 3.21 4.38
H 1.64 4.68 3.68
H 0.23 4.03 1.80
H 0.87 3.79 -0.97
H 0.03 2.76 -2.15
H 1.70 2.40 -1.71
H -1.33 3.61 0.52
H -1.80 2.12 1.38
H -2.14 2.29 -0.34
N -4.34 0.11 4.87
C -3.35 -0.37 3.83
C -4.04 -1.28 2.84
C -3.05 -1.55 1.69
N -2.87 -0.31 0.96
C -1.74 -2.12 2.26
C -1.12 -1.35 3.43
N -0.58 -0.08 2.98
C -2.19 -1.06 4.51
H -5.12 0.61 4.43
H -3.89 0.75 5.53
H -4.72 -0.67 5.40
H -2.99 0.52 3.30
H -4.94 -0.81 2.43
H -4.33 -2.22 3.32
H -3.49 -2.33 1.06
H -3.55 -0.22 0.21
H -1.94 -0.23 0.53
H -1.00 -2.20 1.47
H -1.94 -3.15 2.60
H -0.37 -2.00 3.88
H -0.15 -0.19 2.06
H 0.15 0.26 3.60
H -1.75 -0.42 5.28
H -2.52 -1.99 4.98
C -3.36 -4.33 -1.98
C -2.58 -5.59 -1.61
C -2.52 -5.79 -0.10
C -1.18 -5.59 -2.23
N -0.37 -4.45 -1.82
C -0.24 -3.24 -2.38
N 0.57 -2.51 -1.65
N 0.92 -3.31 -0.61
N 0.37 -4.46 -0.70
H -4.40 -4.42 -1.64
H -3.38 -4.17 -3.06
H -2.93 -3.44 -1.51
H -3.08 -6.45 -2.05
H -1.96 -4.98 0.38
H -2.03 -6.73 0.16
H -3.53 -5.80 0.32
H -1.23 -5.57 -3.31
H -0.63 -6.48 -1.93
H -0.70 -2.95 -3.31